# 1
This record from the Open Molecules 2025 dataset describes C26H24N4RhS2Sb as an isolated structure in a non-equilibrium geometry. The level of theory is the ωB97M-V functional and the def2-TZVPD basis.

Last column: Mulliken charge in e.
Positions of all 58 atoms, in Å:
Rh1 -0.212 -1.418 -0.440  -0.251
C1 0.900 -5.381 1.376  -1.399
C2 0.712 -4.178 0.528  0.518
N1 -0.368 -3.449 0.569  1.059
N2 -1.445 -3.772 1.231  -1.040
C3 -2.508 -3.013 1.138  0.548
N3 -3.607 -3.318 1.818  -0.342
S1 -2.557 -1.619 0.086  -0.301
C4 1.696 -3.769 -0.467  0.543
C5 2.946 -4.381 -0.596  -0.540
C6 3.777 -4.017 -1.642  -0.466
C7 3.357 -3.035 -2.528  -0.726
C8 2.131 -2.422 -2.304  0.195
N4 1.326 -2.784 -1.316  -0.294
H1 0.001 -5.554 1.963  0.362
H2 1.743 -5.244 2.054  0.379
H3 1.110 -6.257 0.765  0.383
H4 -3.651 -4.180 2.343  0.241
H5 -4.432 -2.746 1.749  0.201
H6 3.256 -5.126 0.117  0.393
H7 4.736 -4.496 -1.763  0.460
H8 3.959 -2.749 -3.375  0.438
H9 1.780 -1.627 -2.952  0.354
S2 1.216 -0.179 0.938  -0.392
Sb1 0.042 1.747 0.184  1.708
C9 -1.925 1.519 1.036  0.574
C10 -2.005 0.880 2.266  -0.445
C11 -3.248 0.696 2.847  -0.747
C12 -4.386 1.154 2.201  -0.486
C13 -4.290 1.807 0.984  -0.651
C14 -3.052 1.993 0.389  -0.576
C15 0.958 3.429 1.150  0.494
C16 2.294 3.721 0.936  -0.464
C17 2.856 4.797 1.603  -0.653
C18 2.088 5.554 2.473  -0.506
C19 0.749 5.254 2.672  -0.643
C20 0.176 4.178 2.013  -0.369
C21 0.186 1.652 -1.987  0.763
C22 -0.244 0.511 -2.649  -0.562
C23 -0.153 0.444 -4.029  -0.850
C24 0.378 1.512 -4.739  -0.602
C25 0.812 2.645 -4.071  -0.547
C26 0.718 2.722 -2.688  -0.589
H10 -1.108 0.524 2.762  0.437
H11 -3.319 0.202 3.804  0.435
H12 -5.352 1.009 2.654  0.450
H13 -5.179 2.174 0.496  0.432
H14 -2.976 2.505 -0.560  0.455
H15 2.889 3.118 0.262  0.439
H16 3.895 5.040 1.446  0.413
H17 2.537 6.378 3.005  0.409
H18 0.147 5.851 3.340  0.418
H19 -0.868 3.936 2.168  0.424
H20 -0.698 -0.350 -2.094  0.701
H21 -0.510 -0.432 -4.550  0.488
H22 0.450 1.453 -5.814  0.428
H23 1.218 3.477 -4.625  0.431
H24 1.054 3.611 -2.174  0.467

Computed properties:
net charge: +2
calculated total energy: -2370.75685 Eh
multiplicity: 1
largest force on an atom: 0.09364 hartree/bohr

# 2
This record from the Open Molecules 2025 dataset describes C21H21InN4O4S2 as an isolated structure in a non-equilibrium geometry. The level of theory is the ωB97M-V functional and the def2-TZVPD basis.

Last column: Mulliken charge in e.
Positions of all 53 atoms, in Å:
In1 0.053 0.110 -0.169  0.759
O1 0.462 -3.264 -3.015  -0.950
C1 1.057 -2.585 -2.134  0.629
O2 0.965 -1.344 -2.039  -0.558
C2 1.968 -3.348 -1.222  0.133
C3 2.442 -4.563 -1.704  -0.529
C4 3.266 -5.378 -0.958  -0.567
C5 3.631 -4.966 0.316  -0.428
C6 3.182 -3.762 0.803  -0.829
C7 2.347 -2.914 0.057  0.620
S1 1.882 -1.454 0.883  -0.377
H1 2.126 -4.857 -2.695  0.375
H2 3.613 -6.323 -1.352  0.351
H3 4.265 -5.594 0.932  0.328
H4 3.457 -3.433 1.792  0.414
N1 -1.094 3.001 1.897  -0.603
N2 -0.604 2.358 3.066  -0.171
C8 -0.473 0.962 3.182  0.529
O3 -0.422 0.528 4.331  -0.776
O4 -0.384 0.291 2.113  -0.709
H5 -0.289 3.297 1.336  0.283
H6 -1.557 2.298 1.312  0.277
H7 -0.954 2.790 3.913  0.247
S2 -2.423 -0.855 -2.605  -0.390
C9 -1.628 -0.610 -4.041  0.471
N3 -0.714 -1.522 -4.482  0.056
C10 -0.135 -1.442 -5.681  -0.051
C11 -0.442 -0.452 -6.571  -0.827
C12 -1.347 0.549 -6.149  -0.043
C13 -1.907 0.486 -4.910  -0.834
H8 -0.332 -2.278 -3.788  0.248
H9 0.588 -2.218 -5.907  0.383
H10 0.013 -0.425 -7.551  0.365
H11 -1.571 1.369 -6.817  0.383
H12 -2.581 1.247 -4.550  0.316
C14 1.317 1.942 -2.633  -1.442
C15 0.043 2.698 -2.823  1.441
C16 -0.065 3.613 -3.847  -0.671
C17 -1.224 4.342 -4.070  -0.709
C18 -2.310 4.106 -3.238  -0.716
C19 -2.263 3.186 -2.217  1.197
C20 -3.446 2.939 -1.332  -1.645
C21 -1.049 2.464 -1.934  0.135
N4 -1.080 1.760 -0.832  -0.573
H13 2.053 2.247 -3.376  0.395
H14 1.149 0.867 -2.716  0.109
H15 1.730 2.131 -1.633  0.191
H16 0.796 3.761 -4.490  0.245
H17 -1.286 5.051 -4.887  0.316
H18 -3.231 4.656 -3.404  0.273
H19 -4.356 3.364 -1.758  0.440
H20 -3.279 3.377 -0.346  0.260
H21 -3.561 1.862 -1.194  0.228

Computed properties:
net charge: -2
calculated total energy: -2319.41938 Eh
multiplicity: 1
largest force on an atom: 0.06524 hartree/bohr

# 3
This record from the Open Molecules 2025 dataset describes a 5-piece molecular cluster, C22H36BrF5N2O16PS4 overall in a non-equilibrium geometry. The level of theory is the ωB97M-V functional and the def2-TZVPD basis.

Last column: Mulliken charge in e.
Positions of all 87 atoms, in Å:
C1 -0.977 4.341 2.979  -1.273
C2 -0.020 4.260 1.803  -0.860
C3 0.315 2.789 1.447  0.054
Br1 1.897 2.277 2.475  -0.060
C4 0.625 2.635 -0.007  1.113
C5 1.295 3.594 -0.661  -0.177
C6 1.594 3.489 -2.005  -0.749
N1 1.201 2.463 -2.708  -1.176
N2 0.540 1.520 -2.061  1.083
P1 -0.001 0.096 -3.086  0.082
C7 -1.830 0.267 -3.235  -1.045
C8 0.578 0.535 -4.759  -1.002
C9 0.246 1.507 -0.762  0.336
C10 -0.445 0.352 -0.134  -0.529
C11 0.433 -0.935 -0.013  -0.627
C12 0.773 -1.266 1.434  -1.098
C13 -0.402 -1.860 2.185  1.239
F1 -0.710 -1.047 3.234  -0.365
F2 -1.503 -1.937 1.409  -0.361
C14 -0.155 -3.250 2.794  0.617
F3 -1.092 -3.531 3.717  -0.261
F4 -0.222 -4.193 1.847  -0.265
F5 1.039 -3.297 3.390  -0.254
H1 -0.485 4.088 3.911  0.330
H2 -1.345 5.357 3.060  0.440
H3 -1.828 3.690 2.816  0.231
H4 0.887 4.813 2.003  0.391
H5 -0.493 4.725 0.944  0.470
H6 -0.537 2.213 1.762  0.183
H7 1.628 4.474 -0.140  0.491
H8 2.155 4.280 -2.465  0.504
H9 -2.224 1.155 -2.752  0.479
H10 -2.259 -0.574 -2.699  0.258
H11 -2.159 0.187 -4.262  0.349
H12 0.361 1.587 -4.934  0.378
H13 -0.006 -0.047 -5.461  0.242
H14 1.646 0.408 -4.858  0.390
H15 -0.706 0.631 0.870  -0.204
H16 -1.390 0.145 -0.620  0.195
H17 1.310 -0.876 -0.640  0.695
H18 -0.161 -1.740 -0.426  0.367
H19 1.126 -0.385 1.954  -0.008
H20 1.594 -1.974 1.443  0.421
C15 6.006 4.579 -1.722  -0.306
C16 6.506 5.542 -0.667  -0.394
O1 5.559 6.624 -0.700  -0.299
S1 4.114 6.069 -1.059  1.075
O2 3.375 5.872 0.139  -0.512
O3 3.586 6.811 -2.140  -0.560
O4 4.571 4.625 -1.593  -0.264
H21 6.271 4.909 -2.727  0.292
H22 6.360 3.565 -1.565  0.329
H23 7.504 5.915 -0.876  0.332
H24 6.484 5.096 0.330  0.278
C17 -2.288 -4.316 -6.272  -0.388
C18 -1.729 -3.565 -5.081  -0.353
O5 -1.499 -2.237 -5.581  -0.212
S2 -2.609 -1.878 -6.689  1.123
O6 -3.631 -1.123 -6.063  -0.547
O7 -1.937 -1.418 -7.843  -0.540
O8 -3.141 -3.364 -6.926  -0.286
H25 -1.501 -4.611 -6.968  0.299
H26 -2.864 -5.189 -5.982  0.312
H27 -0.802 -3.991 -4.710  0.345
H28 -2.458 -3.507 -4.269  0.277
C19 -4.946 -0.498 1.612  -0.140
C20 -4.400 0.427 2.679  -0.322
O9 -4.000 1.598 1.951  -0.238
S3 -4.979 1.818 0.698  1.021
O10 -5.966 2.768 1.036  -0.545
O11 -4.167 1.956 -0.458  -0.468
O12 -5.646 0.361 0.704  -0.332
H29 -4.139 -0.985 1.060  0.115
H30 -5.618 -1.249 2.016  0.357
H31 -3.546 0.007 3.203  0.263
H32 -5.170 0.707 3.400  0.270
C21 0.702 -5.889 6.123  -0.315
C22 0.912 -6.382 4.707  0.116
O13 2.287 -6.776 4.671  -0.329
S4 2.725 -7.350 6.106  1.112
O14 2.643 -8.761 6.085  -0.530
O15 3.896 -6.671 6.513  -0.519
O16 1.469 -6.786 6.932  -0.333
H33 1.095 -4.879 6.257  0.319
H34 -0.342 -5.915 6.424  0.320
H35 0.725 -5.618 3.967  -0.184
H36 0.295 -7.258 4.492  0.335

Computed properties:
relative energy (zero: lowest compared OMol25 entry of this formula, charge and spin): 0.655 eV
net charge: +1
multiplicity: 1
largest force on an atom: 0.03209 hartree/bohr

# 4
This record from the Open Molecules 2025 dataset describes C37H37CdN10S2 as an isolated structure. The level of theory is the ωB97M-V functional and the def2-TZVPD basis.

Last column: Mulliken charge in e.
Positions of all 87 atoms, in Å:
Cd1 -1.084 0.396 -1.098  2.101
C1 -1.960 -5.459 1.628  -1.613
C2 -1.483 -4.505 0.571  0.566
C3 -2.178 -4.345 -0.623  -0.761
C4 -1.832 -3.364 -1.537  -0.019
C5 -0.760 -2.506 -1.301  -0.254
N1 -0.428 -1.441 -2.160  -0.150
C6 0.361 -1.715 -3.221  0.324
C7 0.749 -3.030 -3.587  -0.801
C8 1.533 -3.296 -4.693  -1.489
C9 2.014 -2.287 -5.521  0.538
C10 2.892 -2.574 -6.710  -1.499
C11 1.679 -0.989 -5.162  -0.231
C12 0.886 -0.700 -4.065  -0.011
N2 0.631 0.684 -3.809  0.736
C13 0.216 1.592 -4.717  -0.321
C14 0.364 2.839 -4.159  -1.143
C15 0.887 2.578 -2.884  -0.262
N3 1.056 1.281 -2.673  -0.576
C16 -0.060 -2.692 -0.105  0.125
C17 -0.408 -3.664 0.817  -0.206
N4 1.065 -1.850 0.165  0.493
C18 2.340 -2.239 0.336  -0.098
C19 3.106 -1.097 0.436  -1.943
C20 2.179 -0.049 0.307  -0.688
N5 0.951 -0.515 0.155  1.060
H1 -2.496 -6.303 1.191  0.412
H2 -2.639 -4.930 2.300  0.264
H3 -1.130 -5.846 2.222  0.370
H4 -3.039 -4.975 -0.821  0.353
H5 -2.403 -3.224 -2.446  0.505
H6 0.398 -3.854 -2.981  0.412
H7 1.779 -4.329 -4.917  0.298
H8 2.894 -3.640 -6.940  0.361
H9 3.929 -2.274 -6.535  0.288
H10 2.548 -2.045 -7.602  0.330
H11 2.059 -0.152 -5.741  0.453
H12 -0.166 1.274 -5.672  0.539
H13 0.070 3.785 -4.577  0.410
H14 1.115 3.277 -2.095  0.490
H15 0.132 -3.711 1.755  0.451
H16 2.596 -3.285 0.349  0.466
H17 4.176 -1.034 0.541  0.463
H18 2.354 1.015 0.281  0.536
C21 -0.046 2.520 1.504  -1.670
N6 -0.708 2.342 0.220  0.682
C22 -1.277 3.364 -0.311  0.055
C23 -1.991 3.290 -1.542  -0.307
C24 -2.628 4.306 -2.263  -1.101
C25 -3.182 3.689 -3.388  -0.704
C26 -2.851 2.331 -3.285  -1.040
N7 -2.134 2.090 -2.183  0.145
C27 -0.964 2.337 2.693  0.943
C28 -1.074 3.329 3.663  -0.307
C29 -1.876 3.141 4.782  -0.641
C30 -2.584 1.955 4.933  -0.504
C31 -2.490 0.965 3.961  -0.711
C32 -1.682 1.155 2.852  0.588
H19 0.421 3.513 1.562  0.338
H20 0.748 1.774 1.575  -0.542
H21 -1.220 4.343 0.178  0.295
H22 -2.685 5.349 -1.985  0.474
H23 -3.758 4.152 -4.174  0.428
H24 -3.104 1.530 -3.965  0.521
H25 -0.526 4.258 3.541  0.375
H26 -1.957 3.923 5.528  0.386
H27 -3.217 1.807 5.801  0.378
H28 -3.026 0.030 4.060  0.408
H29 -1.603 0.367 2.117  -0.169
S1 0.248 -1.602 3.791  -0.398
C33 1.226 -0.314 4.218  0.274
N8 2.439 -0.129 3.654  -0.155
C34 3.278 1.041 3.842  -0.752
C35 2.436 2.222 4.296  0.173
C36 1.579 1.795 5.476  -0.810
N9 0.834 0.596 5.135  -0.097
H30 2.644 -0.764 2.897  0.102
H31 3.774 1.259 2.894  0.365
H32 4.060 0.838 4.583  0.380
H33 1.786 2.549 3.484  -0.452
H34 3.081 3.056 4.577  0.456
H35 0.862 2.573 5.734  0.373
H36 2.214 1.616 6.352  0.370
H37 -0.128 0.511 5.418  0.242
S2 -3.406 -0.285 -0.075  -0.479
C37 -3.232 -1.425 1.142  0.454
N10 -3.175 -2.202 2.002  -0.647

Computed properties:
relative energy (zero: lowest compared OMol25 entry of this formula, charge and spin): 0.192 eV
net charge: -1
multiplicity: 1
largest force on an atom: 0.00199 hartree/bohr